A structure of composition C34H49Br2CoN6O2SSi at a distorted geometry. Source: the Open Molecules 2025 dataset; level of theory: the ωB97M-V functional and the def2-TZVPD basis.

```
96
Properties=species:S:1:pos:R:3:forces:R:3:mulliken_charge:R:1
Co -0.2442 1.2038 0.6869 0.70 0.92 0.18 0.201
C -7.3287 4.2985 -1.2138 0.03 -0.05 0.08 -1.498
C -6.2164 3.8615 -0.3010 -0.07 0.01 -0.03 0.944
C -4.9264 3.6423 -0.7911 -0.03 -0.01 0.01 -1.125
C -3.8923 3.3041 0.0608 0.00 0.06 0.13 -0.302
C -4.1557 3.1845 1.4250 -0.07 -0.10 -0.15 0.354
C -5.4397 3.3490 1.9339 0.05 -0.01 0.10 -0.435
C -6.4586 3.6868 1.0632 -0.06 0.02 -0.10 -0.813
S -2.8459 2.9114 2.5370 -0.22 -0.02 0.11 1.294
O -1.8891 3.9682 2.4598 0.08 0.04 0.17 -0.668
O -3.3480 2.5231 3.8167 0.00 -0.11 -0.10 -0.650
N -2.0183 1.5739 1.8302 -0.49 -0.16 0.50 -0.194
C -2.3106 0.3332 2.2448 -0.07 0.18 0.04 0.804
C -3.4622 -0.1479 2.9443 0.27 0.24 -0.08 -0.542
C -3.5219 -1.4927 3.2374 -0.02 -0.18 -0.01 -0.888
C -2.4951 -2.3317 2.8320 0.15 0.01 -0.05 -0.790
C -1.3952 -1.7811 2.1290 -0.10 -0.17 0.06 0.091
N -1.3056 -0.5127 1.8634 -0.18 0.32 -0.02 0.270
H -7.0417 4.2337 -2.2618 0.00 -0.01 0.02 0.361
H -7.6003 5.3340 -0.9987 0.02 -0.01 -0.01 0.337
H -8.2234 3.6944 -1.0558 0.04 0.01 -0.02 0.386
H -4.7355 3.7464 -1.8522 0.00 0.00 0.02 0.365
H -2.8928 3.1397 -0.3254 -0.05 0.07 -0.01 0.330
H -5.6232 3.2343 2.9966 0.01 0.03 -0.10 0.556
H -7.4634 3.8291 1.4435 0.05 0.01 0.01 0.434
H -4.2489 0.5252 3.2412 -0.01 0.03 -0.03 0.528
H -4.3721 -1.8934 3.7733 0.01 0.03 -0.02 0.452
H -2.5225 -3.3928 3.0443 0.01 0.05 -0.03 0.520
H -0.5792 -2.3963 1.7700 -0.02 -0.08 0.06 0.438
C -1.2696 6.3716 0.1604 -0.02 -0.17 -0.12 -1.436
C -0.5176 5.2949 -0.5813 -0.10 0.13 0.20 0.124
C 0.1035 5.5126 -1.8030 0.11 0.06 -0.15 -0.596
C 0.8373 4.4962 -2.3832 -0.01 0.12 -0.05 -0.661
C 0.9141 3.2666 -1.7489 0.00 -0.07 0.09 -0.237
Br 2.1076 2.0240 -2.5069 -0.06 -0.14 0.06 -0.079
N 0.2634 2.9913 -0.6168 -0.25 0.11 0.14 0.240
C -0.4118 4.0216 -0.0544 0.09 -0.16 -0.04 0.074
H -0.8174 7.3476 -0.0075 0.01 -0.01 0.01 0.494
H -1.2934 6.1662 1.2294 0.02 0.03 -0.03 0.310
H -2.3051 6.4219 -0.1858 0.03 0.01 -0.01 0.276
H 0.0505 6.4841 -2.2828 0.01 -0.05 0.01 0.505
H 1.3782 4.6482 -3.3060 -0.02 0.01 0.02 0.479
H -0.8761 3.8239 0.9025 0.14 0.00 -0.21 0.887
N 4.0687 3.8217 2.8169 -0.14 -0.20 0.02 -0.378
C 3.2382 2.7564 2.8561 0.19 -0.02 0.11 0.342
C 2.1114 2.6600 2.0153 -0.12 0.11 -0.15 -0.109
N 1.3371 1.5894 2.0346 -0.25 -0.25 0.12 0.485
C 1.6299 0.6001 2.8972 0.06 0.08 0.03 -0.352
C 2.7239 0.7174 3.7289 0.15 0.13 0.00 -0.444
N 3.5297 1.7738 3.7075 -0.05 -0.10 0.04 -0.605
H 3.8816 4.6272 2.2515 -0.01 0.03 -0.02 0.194
H 4.8503 3.8361 3.4487 0.00 0.04 0.03 0.256
H 1.8597 3.4659 1.3375 -0.01 -0.09 -0.04 0.172
H 0.9865 -0.2654 2.9142 0.00 0.00 -0.04 0.341
H 2.9661 -0.0675 4.4381 -0.01 0.05 -0.05 0.425
C -0.6856 -4.0968 -0.8729 -0.02 -0.06 0.04 -1.711
C 0.4503 -4.2801 -1.8974 -0.31 0.20 -0.06 2.555
C 0.8145 -5.7769 -2.0118 0.21 -0.02 0.05 -1.635
C -0.0785 -3.7903 -3.2553 -0.02 -0.06 -0.01 -2.038
Si 2.0240 -3.3880 -1.4060 -0.03 0.17 0.12 -2.343
Br 0.5444 -0.5553 -0.6369 0.42 -1.20 -0.82 -0.021
C 3.1197 -2.6464 -2.7315 -0.01 0.41 -0.07 2.704
C 2.3534 -1.6891 -3.6665 0.03 0.00 -0.05 -1.541
C 4.2885 -1.8492 -2.1295 0.02 0.02 -0.07 -1.963
C 3.6735 -3.8307 -3.5547 -0.09 -0.18 0.08 -1.747
C 2.7995 -3.7648 0.2658 -0.09 0.19 0.26 2.866
C 3.9526 -4.7592 0.0004 -0.01 -0.04 -0.18 -1.816
C 1.8202 -4.4247 1.2459 0.05 -0.08 0.02 -1.839
C 3.3488 -2.4932 0.9486 0.07 -0.02 -0.01 -1.691
H -1.5785 -4.5952 -1.2646 0.06 0.02 0.02 0.564
H -0.9260 -3.0399 -0.7285 -0.01 -0.10 -0.03 0.323
H -0.4567 -4.5472 0.0924 -0.05 0.03 -0.07 0.348
H -0.0800 -6.3246 -2.3226 0.05 0.02 0.00 0.506
H 1.1523 -6.2039 -1.0640 -0.05 0.00 -0.08 0.320
H 1.5918 -5.9585 -2.7613 -0.09 -0.02 0.04 0.372
H -0.9991 -4.3365 -3.4827 0.05 0.02 0.01 0.624
H 0.6235 -3.9859 -4.0673 -0.07 0.01 0.03 0.392
H -0.3169 -2.7241 -3.2373 0.00 -0.08 -0.02 0.361
H 1.8592 -0.8911 -3.1101 0.03 -0.02 -0.06 0.120
H 1.6089 -2.1974 -4.2735 0.07 0.07 0.00 0.304
H 3.0770 -1.2286 -4.3479 -0.04 -0.05 0.04 0.567
H 3.9336 -1.0020 -1.5352 0.04 -0.06 -0.04 0.324
H 4.8854 -1.4480 -2.9547 -0.03 -0.04 0.05 0.616
H 4.9519 -2.4627 -1.5199 -0.01 0.07 -0.03 0.419
H 2.8826 -4.3863 -4.0668 0.08 0.05 0.01 0.331
H 4.2472 -4.5364 -2.9455 -0.01 0.06 -0.08 0.353
H 4.3447 -3.4297 -4.3196 -0.03 -0.02 0.03 0.515
H 3.5922 -5.7036 -0.4217 0.05 0.05 0.06 0.388
H 4.4381 -4.9862 0.9543 -0.03 0.00 -0.05 0.517
H 4.7139 -4.3566 -0.6707 -0.03 -0.04 0.09 0.371
H 1.3884 -5.3478 0.8570 0.01 0.05 0.07 0.422
H 1.0116 -3.7476 1.5255 0.04 -0.03 -0.01 0.029
H 2.3688 -4.6812 2.1574 -0.03 0.02 -0.04 0.636
H 4.2221 -2.0918 0.4386 -0.05 -0.01 0.07 0.303
H 3.6526 -2.7551 1.9681 0.00 0.00 -0.08 0.553
H 2.5968 -1.7018 1.0072 0.06 -0.07 0.04 0.176
```
Positions in Å, forces in eV/Å.

## Properties
Kohn-Sham gap (alpha / beta), eV: 8.1 / 5.1
Charge: +2
Energy above the lowest of the compared OMol25 structures with the same formula, charge and spin, kcal per mole: 38.8
Expectation value of S²: 6.05
DFT total energy, eV: -245501.4809
Spin multiplicity: 5
Max |F|, Eh/bohr: 0.0295
LUMO energy (alpha / beta), eV: -5.308 / -8.301


A structure of composition C31H32N3PTi at a distorted geometry. Source: the Open Molecules 2025 dataset; level of theory: the ωB97M-V functional and the def2-TZVPD basis.

```
68
Properties=species:S:1:pos:R:3:forces:R:3:mulliken_charge:R:1
C -1.3860 0.5824 1.5139 -1.47 -0.35 1.21 -0.868
C -0.1760 2.1470 0.4155 0.09 0.30 -1.89 -0.912
H -2.3025 0.4219 0.9082 0.37 0.18 0.11 0.069
H -1.4918 1.5696 1.9982 0.02 -0.85 -0.15 0.363
H -1.3851 -0.1784 2.3194 0.30 0.07 -0.45 0.467
H 0.1859 2.3038 -0.6187 0.27 0.42 -0.16 -0.243
H -1.0117 2.8385 0.5794 0.24 -0.16 -0.26 0.469
H 0.6470 2.3766 1.1012 -0.45 -0.33 -0.06 0.562
C -1.2230 -2.8207 0.4347 0.86 -1.18 -0.41 -0.303
C -1.1075 -4.1991 0.6146 -0.90 1.06 0.23 -0.868
C 0.0158 -4.8734 0.1066 1.05 0.42 -0.57 -0.489
C 0.9947 -4.1487 -0.5668 -0.35 -0.84 0.41 -0.765
H -2.0805 -2.2450 0.7883 0.26 -0.21 0.02 0.371
H -1.8889 -4.7228 1.1583 0.16 0.03 -0.13 0.376
H 0.1296 -5.9435 0.2603 0.01 0.20 -0.04 0.407
H 1.9194 -4.6115 -0.9231 -0.56 -0.06 0.13 0.281
N -0.2611 -2.1269 -0.2173 -0.60 0.20 0.17 0.573
C 0.8426 -2.7663 -0.7418 0.82 1.07 -0.17 0.480
C 1.8567 -1.8959 -1.3384 -0.83 -0.81 0.87 0.717
N 1.5755 -0.5515 -1.3345 -0.14 0.75 -0.29 0.359
C 2.4940 0.3537 -1.7726 0.87 -1.81 -0.24 -0.240
C 4.0701 -1.4384 -2.2053 -0.94 -1.34 0.56 -0.450
C 3.7567 -0.0709 -2.2015 -0.97 1.36 0.17 -0.824
H 2.1862 1.3923 -1.7767 0.11 0.00 0.07 0.408
H 4.4798 0.6806 -2.5126 -0.15 -0.22 0.00 0.376
C 3.1113 -2.3582 -1.7637 1.07 0.66 -0.44 -0.908
H 3.3221 -3.4263 -1.6795 0.12 0.46 -0.25 0.277
H 5.0502 -1.7816 -2.5173 -0.10 0.04 0.03 0.412
Ti -0.2703 -0.0224 -0.4191 2.12 1.85 3.12 0.410
C 0.9284 0.0848 1.5761 0.41 -1.21 0.39 -1.587
H 1.9247 0.2491 1.1550 0.14 0.07 -0.16 0.383
H 0.8626 -0.9489 1.9160 0.23 -0.17 0.26 0.393
H 0.8169 0.7517 2.4406 -0.18 -0.20 -0.39 0.558
N -1.4756 0.3923 -1.6516 -2.44 1.11 -1.84 -0.446
P -2.6807 1.3403 -2.0774 0.49 -0.71 0.30 1.735
C -3.9915 0.5235 -3.0062 -0.42 -0.29 -0.44 -0.464
C -5.1680 1.2318 -3.3169 -0.12 -0.69 -0.23 -0.087
C -6.2170 0.5834 -3.9811 0.26 0.06 0.07 -0.778
C -6.0897 -0.7639 -4.3399 0.67 -0.04 0.26 -0.465
C -4.9017 -1.4624 -4.0341 -0.65 0.15 -0.28 -0.552
C -3.8562 -0.8208 -3.3725 -0.32 0.37 -0.03 -0.428
C -3.6622 1.9503 -0.6714 -0.12 0.68 0.48 0.429
C -3.4696 3.2234 -0.1059 -0.29 -0.30 -0.06 -0.329
C -4.1982 3.6108 1.0211 0.01 0.00 -0.08 -0.661
C -5.1396 2.7462 1.5819 0.01 -0.03 -0.06 -0.570
C -5.3539 1.4844 1.0167 0.08 0.15 0.02 -0.574
C -4.6114 1.0904 -0.0909 0.00 -0.18 -0.33 -0.221
C -2.2300 2.7477 -3.1204 0.51 0.59 -0.37 0.322
C -1.4547 3.8063 -2.5984 -0.32 -0.19 0.10 -0.080
C -1.2399 4.9605 -3.3436 0.03 0.11 -0.18 -0.873
C -1.7384 5.0541 -4.6489 -0.14 -0.01 -0.01 -0.443
C -2.4172 3.9715 -5.2149 0.13 0.04 0.05 -0.693
C -2.6312 2.8106 -4.4654 -0.16 0.33 0.26 -0.527
H -5.2719 2.2803 -3.0461 0.05 -0.17 0.03 0.449
H -7.1311 1.1370 -4.2235 0.38 -0.25 0.11 0.379
H -6.9058 -1.2638 -4.8631 0.25 0.09 0.16 0.377
H -4.8035 -2.5126 -4.3259 -0.03 0.40 0.13 0.392
H -2.9357 -1.3428 -3.1329 -0.06 0.03 0.02 0.375
H -2.7760 3.9298 -0.5636 -0.29 -0.26 0.26 0.266
H -4.0293 4.6085 1.4398 -0.13 -0.42 -0.10 0.407
H -5.7259 3.0618 2.4477 0.21 -0.10 -0.26 0.378
H -6.1116 0.8074 1.4229 0.32 0.29 -0.08 0.401
H -4.8038 0.1051 -0.5443 0.16 0.51 0.28 0.360
H -1.0547 3.7281 -1.5814 -0.10 0.08 -0.47 0.046
H -0.7084 5.8103 -2.8975 -0.16 -0.44 -0.22 0.404
H -1.6124 5.9810 -5.2232 -0.01 -0.45 0.28 0.360
H -2.8142 4.0380 -6.2360 0.29 -0.06 0.46 0.393
H -3.1627 1.9757 -4.9163 0.07 0.20 0.11 0.462
```
Positions in Å, forces in eV/Å.

## Properties
Kohn-Sham gap (alpha / beta), eV: 5.2 / 6.3
Expectation value of S²: 2.02
DFT total energy, eV: -69536.2114
Spin multiplicity: 3
Max |F|, Eh/bohr: 0.0816
LUMO energy (alpha / beta), eV: 0.419 / 0.029